(1)
{"formula": "C4H12O2", "method": "ωB97M-V/def2-TZVPD", "elements": ["C", "C", "C", "C", "H", "H", "H", "H", "H", "H", "H", "H", "H", "H", "O", "H", "H", "O"], "positions_angstrom": [[-0.613, -0.046, -2.815], [-2.026, 0.306, -2.203], [-2.276, -0.425, -0.894], [-2.677, 0.292, 0.241], [-0.741, -0.825, -3.552], [-0.022, 0.836, -3.187], [0.138, -0.420, -2.112], [-2.672, 0.184, -3.111], [-2.225, 1.370, -2.208], [-1.925, -1.458, -0.834], [-2.450, -0.242, 1.171], [-3.058, 1.218, 0.129], [1.988, 0.632, 6.365], [3.130, 0.453, 5.474], [2.557, 1.183, 5.750], [3.852, -1.817, -1.195], [3.453, -0.602, -0.397], [3.204, -1.194, -1.065]], "forces_ev_per_a": [[1.1, 0.3, 0.6], [0.5, -0.3, -0.1], [0.6, 1.4, -2.9], [1.7, -4.2, 0.3], [0.2, 0.1, -0.4], [-1.3, -0.6, -0.1], [-0.5, -0.2, 0.4], [-0.3, -1.2, 0.8], [0.3, 0.6, 1.1], [-0.2, 0.2, 0.1], [-0.5, 0.8, 0.1], [-1.3, 3.1, 0.1], [0.6, 1.4, -0.8], [0.4, 0.5, -0.3], [-0.9, -1.9, 1.1], [2.5, -2.1, -0.3], [0.8, 1.0, 1.3], [-3.3, 1.1, -1.1]], "homo_lumo_gap_ev": [8.10, 4.35], "fmax_ev_per_a": 4.6, "e_tot_ev": -8426.4279, "s_squared": 0.754, "de_lowest_kcal_mol": 40.0, "charge": 1, "homo_ev": [-13.4, -13.4], "lumo_energy_ev": [-5.3, -9.1], "spin_multiplicity": 2}

(2)
{"formula": "C17H26F6IrN2P2Se2SiTe2", "method": "ωB97M-V/def2-TZVPD", "elements": ["Ir", "Se", "Te", "Te", "Se", "C", "C", "C", "C", "C", "C", "N", "N", "Si", "C", "C", "C", "H", "H", "H", "H", "H", "H", "H", "H", "H", "H", "H", "H", "H", "H", "H", "C", "P", "C", "C", "C", "C", "C", "C", "C", "H", "H", "H", "H", "H", "H", "H", "H", "H", "H", "H", "F", "P", "F", "F", "F", "F", "F"], "positions_angstrom": [[0.104, 0.899, -0.711], [4.246, 0.285, 0.714], [5.142, 2.138, -0.498], [3.195, 2.989, -2.198], [1.252, 3.040, -0.678], [-3.910, 0.079, -1.238], [-2.866, -0.992, -1.185], [-3.211, -2.332, -1.123], [-2.207, -3.298, -1.122], [-0.887, -2.922, -1.237], [-0.602, -1.552, -1.336], [-1.569, -0.632, -1.254], [0.631, -0.980, -1.473], [1.931, -1.810, -2.316], [2.925, -2.914, -1.179], [1.188, -2.789, -3.733], [3.074, -0.555, -3.078], [-4.886, -0.352, -1.456], [-3.653, 0.807, -2.004], [-3.969, 0.633, -0.301], [-4.254, -2.612, -1.084], [-2.463, -4.348, -1.038], [-0.084, -3.647, -1.233], [2.344, -3.749, -0.771], [3.324, -2.337, -0.341], [3.776, -3.338, -1.726], [0.751, -3.739, -3.413], [1.952, -3.012, -4.481], [0.395, -2.214, -4.222], [3.862, -0.263, -2.378], [2.534, 0.338, -3.386], [3.559, -0.980, -3.963], [0.327, -1.385, 1.786], [-0.143, 0.345, 1.512], [-1.922, 0.327, 1.844], [0.562, 1.149, 2.971], [-0.187, 2.060, 3.712], [0.325, 2.582, 4.891], [1.589, 2.211, 5.327], [2.352, 1.330, 4.573], [1.846, 0.808, 3.393], [1.381, -1.528, 1.549], [-0.264, -2.021, 1.125], [0.136, -1.650, 2.826], [-2.106, 0.063, 2.884], [-2.377, -0.416, 1.189], [-2.367, 1.298, 1.614], [-1.171, 2.366, 3.376], [-0.267, 3.277, 5.472], [1.983, 2.609, 6.254], [3.342, 1.040, 4.901], [2.453, 0.140, 2.805], [-1.832, 2.186, -1.669], [-2.469, 3.695, -1.233], [-1.549, 3.582, 0.127], [-3.338, 3.675, -2.570], [-3.035, 5.106, -0.776], [-3.637, 2.917, -0.437], [-1.253, 4.391, -2.002]], "forces_ev_per_a": [[-2.0, -1.5, -0.3], [0.0, 0.1, -0.2], [0.1, 0.0, 0.2], [0.0, 0.0, -0.2], [0.6, -0.4, 0.8], [0.1, 0.0, 0.1], [-0.1, 0.3, 0.0], [0.1, 0.0, 0.0], [0.0, 0.0, -0.1], [0.0, -0.1, 0.0], [0.3, -0.4, -0.2], [0.5, 0.5, 0.4], [-0.1, 0.7, 0.9], [0.6, 0.2, -0.1], [-0.1, -0.2, 0.0], [-0.3, -0.1, 0.2], [0.1, -0.1, 0.1], [0.0, 0.0, 0.1], [0.0, 0.0, 0.0], [0.0, 0.0, -0.1], [0.0, 0.0, 0.0], [0.0, 0.0, 0.0], [-0.1, 0.0, 0.0], [0.1, 0.1, 0.0], [0.0, 0.0, -0.1], [-0.1, 0.0, 0.1], [0.0, 0.0, -0.1], [0.0, 0.1, 0.1], [0.1, 0.0, 0.0], [-0.1, 0.1, -0.1], [0.0, 0.0, -0.1], [-0.1, 0.0, 0.1], [0.1, 0.0, -0.3], [0.1, -0.2, -1.0], [-0.1, 0.2, -0.2], [0.2, 0.4, -0.4], [-0.1, 0.0, -0.1], [0.0, 0.0, 0.0], [0.0, 0.0, -0.1], [0.0, 0.0, 0.0], [-0.1, 0.1, 0.1], [0.0, 0.0, 0.0], [0.0, 0.0, 0.1], [0.0, 0.0, 0.0], [0.0, 0.0, 0.0], [0.0, 0.0, 0.1], [0.0, 0.0, 0.0], [0.0, 0.0, 0.0], [0.0, 0.0, 0.0], [0.0, 0.0, 0.0], [0.0, 0.0, 0.0], [0.0, -0.1, 0.0], [-0.1, 0.5, 0.0], [0.2, -0.1, 0.1], [0.1, -0.1, 0.0], [-0.1, -0.1, 0.0], [-0.1, 0.0, 0.1], [-0.1, 0.0, 0.0], [0.1, 0.0, 0.0]], "homo_lumo_gap_ev": [5.99, 5.69], "fmax_ev_per_a": 2.5, "e_tot_ev": -211917.3021, "s_squared": 0.758, "de_lowest_kcal_mol": 68.6, "homo_ev": [-7.9, -8.0], "lumo_energy_ev": [-1.9, -2.3], "spin_multiplicity": 2}

(3)
{"formula": "C5H5Cl", "method": "ωB97M-V/def2-TZVPD", "elements": ["C", "C", "C", "C", "C", "Cl", "H", "H", "H", "H", "H"], "positions_angstrom": [[3.349, 0.151, -0.025], [-0.472, 1.297, -0.055], [2.229, 0.597, -0.051], [-1.347, 0.329, -0.003], [-1.252, -1.170, 0.192], [-3.078, 0.847, -0.174], [-0.372, 2.316, -0.204], [4.277, 0.300, -0.402], [-0.289, -1.410, 0.843], [-0.893, -1.693, -0.665], [-2.153, -1.564, 0.543]], "forces_ev_per_a": [[-1.5, 0.3, 0.1], [1.2, -2.6, 0.1], [-4.1, 0.6, 0.4], [-0.5, -0.6, 0.0], [4.2, 0.9, 1.2], [1.2, 0.1, 0.1], [0.5, 1.5, -0.2], [2.7, -0.3, -0.5], [-2.3, 0.7, -0.6], [-0.4, -0.1, -1.3], [-1.1, -0.6, 0.7]], "homo_lumo_gap_ev": [7.14, 7.12], "fmax_ev_per_a": 4.5, "e_tot_ev": -17779.8256, "de_lowest_kcal_mol": 178.4, "homo_ev": [-9.7, -9.7], "lumo_energy_ev": [-2.5, -2.5]}